This record from the Open Molecules 2025 dataset describes a 4-piece molecular cluster, C4H16O4 overall. The level of theory is the ωB97M-V functional and the def2-TZVPD basis.

```
24
Properties=species:S:1:pos:R:3:nbo_charge:R:1
C -3.0120 -0.4900 -1.6639 -0.25
O -1.7225 -0.9594 -1.1920 -0.76
H -2.9967 0.4567 -2.1162 0.17
H -3.3595 -1.2372 -2.3708 0.18
H -3.7319 -0.4993 -0.7493 0.17
H -1.6886 -0.4906 -0.3061 0.51
C -1.5183 0.5931 2.3237 -0.26
O -1.1622 0.7652 0.9611 -0.76
H -1.3950 1.4199 3.0362 0.17
H -2.6193 0.3030 2.3405 0.17
H -1.0332 -0.1946 2.8989 0.17
H -0.2090 0.9846 0.8748 0.51
C 1.4561 0.2897 -2.2193 -0.24
O 0.6129 0.2797 -1.1323 -0.79
H 2.2485 0.9728 -2.0369 0.18
H 1.8644 -0.7542 -2.4535 0.15
H 0.9491 0.5271 -3.1127 0.17
H -0.3208 0.0411 -1.4222 0.52
C 3.2107 -0.3993 1.5924 -0.24
O 1.9687 0.0445 1.1726 -0.76
H 3.4677 -1.4073 1.3709 0.16
H 4.0054 0.2951 1.2977 0.16
H 3.2190 -0.4974 2.6727 0.17
H 1.7663 -0.0435 0.2335 0.50
```

E_LUMO = 0.8539 eV
SMILES = CO.CO.CO.CO
Multiplicity = 1
Charge = 0
Molecular weight = 128.17 g mol⁻¹

=====

This record from the Open Molecules 2025 dataset describes the molecule CH4O3S. The level of theory is the ωB97M-V functional and the def2-TZVPD basis.

```
9
Properties=species:S:1:pos:R:3:nbo_charge:R:1
C 0.5758 0.0987 -0.7808 -0.84
O -1.7302 0.9692 0.3167 -0.94
O -0.1576 0.7286 2.9134 -0.44
O 0.3117 0.1980 1.6674 -0.46
S -0.3499 1.2050 0.4521 1.48
H -0.1183 0.2024 -1.6643 0.24
H 0.6126 -0.8285 -0.1600 0.25
H 1.6408 0.3878 -0.9918 0.24
H -1.2186 0.5473 2.9666 0.47
```

E_LUMO = 0.7009 eV
Multiplicity = 1
Charge = 0
Molecular weight = 96.11 g mol⁻¹

=====

This record from the Open Molecules 2025 dataset describes C6H11ClFeN3W as an isolated structure. The level of theory is the ωB97M-V functional and the def2-TZVPD basis.

```
23
Properties=species:S:1:pos:R:3:nbo_charge:R:1
Fe -1.7246 0.0839 -0.2884 1.47
Cl -0.4234 2.4678 0.4263 -0.38
C -2.9523 -0.8304 0.9648 -1.08
C -2.8803 1.0548 -1.6008 -1.10
H -3.9475 -0.9311 0.4988 0.23
H -2.5361 -1.8255 1.1954 0.22
H -3.0365 -0.2365 1.8933 0.23
H -3.8331 0.5073 -1.7231 0.22
H -2.3437 1.0844 -2.5663 0.22
H -3.0715 2.0893 -1.2665 0.23
W 0.7156 0.5126 -0.0529 1.19
C 1.6870 0.5928 -1.7700 -0.96
C -0.1149 -1.1422 -0.5971 -1.08
H 1.1894 0.0953 -2.6011 0.23
H 1.8380 1.6495 -2.0162 0.22
H 2.6803 0.1580 -1.6005 0.23
H -0.1597 -1.4136 -1.6597 0.23
H -0.3633 -2.0198 0.0156 0.24
N 1.9687 -0.0693 1.1894 -0.72
C 2.9009 -0.3168 1.9284 0.72
N 3.5839 -0.7105 2.8851 -0.57
C 4.8600 -0.4735 3.1865 0.41
N 5.9632 -0.3264 3.5589 -0.37
```

E_LUMO (alpha / beta) = -0.4453 / -2.3533 eV
<S²> = 15.7843
Multiplicity = 8
Charge = 0
Molecular weight = 400.31 g mol⁻¹

=====

This record from the Open Molecules 2025 dataset describes a 2-piece molecular cluster, C10H20N2OSi overall. The level of theory is the ωB97M-V functional and the def2-TZVPD basis.

```
34
Properties=species:S:1:pos:R:3:nbo_charge:R:1
C -0.7207 0.6095 -2.4263 0.32
C -2.6794 -0.2293 -0.8764 -0.40
C -2.6339 -1.4653 0.0184 -0.43
C -1.3392 -0.4647 -1.7364 -0.22
C -1.1027 -1.7800 0.1972 0.06
C -0.9075 -3.2817 0.2705 -0.59
C -0.5836 -1.0918 1.5929 -0.58
C 2.5766 0.8716 -1.0424 -1.00
C 1.7448 3.6676 0.1345 -1.14
C 2.3429 1.0036 1.7460 -0.92
N -0.2449 1.3565 -3.1156 -0.33
N -0.4641 -1.2019 -0.8896 -0.22
O -0.0376 1.3919 0.0593 -0.91
Si 1.4122 1.8260 0.2011 1.82
H -3.6281 -0.0607 -1.2636 0.22
H -2.5801 0.7598 -0.1736 0.22
H -3.2232 -1.4752 0.8901 0.22
H -3.0922 -2.2748 -0.5596 0.19
H -1.6738 -1.2596 -2.5961 0.25
H -1.5614 -3.5818 1.1785 0.20
H 0.1161 -3.5379 0.5838 0.22
H -1.1736 -3.9074 -0.5220 0.22
H -1.0052 -0.0599 1.7929 0.23
H 0.5506 -1.1303 1.6349 0.20
H -0.9972 -1.7278 2.3365 0.20
H 2.0379 1.0710 -2.0081 0.25
H 3.5254 1.3827 -1.2624 0.23
H 2.6659 -0.2513 -0.8793 0.25
H 2.3029 3.9611 -0.6835 0.24
H 0.7361 4.0976 0.1559 0.25
H 2.1994 4.0020 1.0970 0.24
H 3.3670 0.9461 1.5870 0.22
H 2.1768 1.7935 2.5469 0.23
H 1.8938 0.0406 2.0117 0.23
```

E_LUMO (alpha / beta) = -0.1696 / -3.0273 eV
Multiplicity = 1
Charge = 0
Molecular weight = 212.37 g mol⁻¹

=====

This record from the Open Molecules 2025 dataset describes the molecule C4H8N2. The level of theory is the ωB97M-V functional and the def2-TZVPD basis.

```
14
Properties=species:S:1:pos:R:3:nbo_charge:R:1
C 1.6890 0.1548 -0.8002 -0.26
N 1.8617 0.0769 0.6466 -0.59
C 0.6562 -0.4854 0.0432 -0.10
C -0.5845 0.2700 0.3974 -0.10
C -1.8499 0.1804 -0.3661 -0.26
N -1.7086 -0.4886 0.9269 -0.59
H 2.3075 -0.4711 -1.4384 0.19
H 1.4934 1.1515 -1.1892 0.19
H 2.5202 -0.6434 0.9227 0.35
H 0.5496 -1.5681 -0.0112 0.21
H -0.3290 1.2246 0.8602 0.21
H -1.9329 -0.4947 -1.2156 0.20
H -2.4752 1.0711 -0.4325 0.19
H -2.1974 0.0220 1.6563 0.35
```

E_LUMO = 1.2049 eV
SMILES = C1N[C@H]1[C@H]1CN1
Multiplicity = 1
Charge = 0
Molecular weight = 84.12 g mol⁻¹

=====

This record from the Open Molecules 2025 dataset describes the molecule C9H14BrF. The level of theory is the ωB97M-V functional and the def2-TZVPD basis.

```
25
Properties=species:S:1:pos:R:3:nbo_charge:R:1
C 1.0662 -1.5059 0.8245 -0.28
C 2.2590 -2.0711 1.0450 -0.27
C 0.9011 -0.1424 0.4222 0.31
C -0.3868 0.7397 0.5145 -0.07
C -0.2424 0.0804 -0.8346 0.01
C -0.1769 2.2593 0.5027 -0.61
C -1.4966 0.4207 1.4655 -0.63
C 0.2577 0.8257 -2.0800 -0.63
C -1.1123 -1.0899 -1.2476 -0.63
F 2.0115 0.5473 0.1024 -0.34
Br 2.0982 -3.9000 1.5950 -0.02
H 0.2266 -2.1568 0.7564 0.24
H 3.3843 -1.8811 1.0728 0.26
H -1.0662 2.7251 -0.0050 0.22
H 0.7868 2.6491 0.1317 0.23
H -0.2120 2.6188 1.5449 0.21
H -1.5313 0.9798 2.4412 0.23
H -1.3475 -0.5517 1.8476 0.22
H -2.4562 0.2913 0.9865 0.22
H -0.7214 1.2946 -2.3625 0.21
H 0.5764 0.2130 -2.9824 0.23
H 0.9354 1.6501 -1.7479 0.23
H -1.6453 -0.8047 -2.1836 0.22
H -1.6975 -1.3288 -0.3749 0.21
H -0.4108 -1.8626 -1.4343 0.22
```

E_LUMO = 0.7785 eV
SMILES = CC1(C)C(C)(C)C1(F)/C=C/Br
Multiplicity = 1
Charge = 0
Molecular weight = 221.11 g mol⁻¹

=====

This record from the Open Molecules 2025 dataset describes the molecule CH3PS3. The level of theory is the ωB97M-V functional and the def2-TZVPD basis.

```
8
Properties=species:S:1:pos:R:3:nbo_charge:R:1
C -1.1910 -0.1730 -0.0630 -0.50
P 1.4796 -0.3948 0.0242 0.71
S -0.0004 1.0502 0.1019 0.11
S -2.8350 0.2935 -0.0431 0.18
S 3.3105 0.2000 -0.0766 -0.53
H 1.1661 -1.1068 1.0625 -0.07
H 1.0971 -1.5771 -0.7466 0.01
H -3.0269 1.7079 -0.2594 0.09
```

E_LUMO = -0.9376 eV
Multiplicity = 1
Charge = 0
Molecular weight = 142.21 g mol⁻¹

=====

This record from the Open Molecules 2025 dataset describes the molecule C2H7N3. The level of theory is the ωB97M-V functional and the def2-TZVPD basis.

```
12
Properties=species:S:1:pos:R:3:nbo_charge:R:1
C 0.3352 -0.1699 -0.9371 -0.28
C -0.2659 0.1626 0.5060 0.43
H 1.4995 -1.5388 -0.0715 0.39
H 2.4030 -0.0365 -0.6484 0.36
H 0.4348 0.7569 -1.5619 0.20
H -0.3950 -0.7293 -1.4779 0.20
H -2.0405 0.8474 1.2026 0.37
H -1.7905 1.0405 -0.4671 0.38
H -0.5764 -0.1416 2.3353 0.32
N 1.5826 -0.8183 -0.8758 -0.83
N -1.3098 1.0936 0.4277 -0.83
N 0.1230 -0.4667 1.5683 -0.71
```

E_LUMO = 0.7922 eV
SMILES = [H]/N=C(\N)CN
Multiplicity = 1
Charge = 0
Molecular weight = 73.10 g mol⁻¹